Record 1
Below is 2 unconnected molecules or ions with the total composition C4H12 at a distorted geometry, with properties calculated with ωB97M-V with the def2-TZVPD basis set.

Computed properties:
* HOMO-LUMO gap (alpha / beta): 12.856 / 3.298 eV
* 2S+1: 2
* charge: +1
* lowest unoccupied orbital energy (alpha / beta): -3.12 / -11.59 eV
* relative energy (zero: lowest compared OMol25 entry of this formula, charge and spin): 83.67 kJ/mol

```
16
Properties=species:S:1:pos:R:3:forces:R:3:mulliken_spin:R:1
C -0.431 -1.128 -1.540 0.064 -1.119 0.082 0.156
C 0.545 -2.240 -1.404 -0.152 1.510 0.376 0.100
H -0.286 -0.305 -0.826 -0.201 0.061 0.492 0.064
H -0.720 -0.803 -2.528 -0.093 -0.210 -0.553 0.021
H -1.442 -1.551 -1.130 0.152 0.730 0.083 0.199
H 1.132 -2.107 -0.505 -0.329 -0.643 0.529 -0.003
H 1.285 -2.339 -2.189 -0.080 -0.445 -0.904 0.051
H -0.098 -3.188 -1.432 0.617 0.185 -0.039 0.142
C 0.241 1.260 2.047 -1.672 0.623 -1.325 0.046
C -0.114 2.099 0.791 -0.573 -0.273 2.086 0.060
H 0.952 0.456 1.889 0.175 0.211 0.260 0.001
H 0.397 1.945 2.880 0.682 0.088 0.203 0.038
H -0.734 0.857 2.402 0.353 -0.516 -0.015 0.050
H 0.546 2.941 0.616 0.673 0.031 -0.595 0.047
H -0.218 1.480 -0.101 0.266 0.030 -0.418 0.021
H -1.055 2.623 1.030 0.115 -0.263 -0.263 0.007
```
Positions in Å, forces in eV/Å.

---

Record 2
Below is a single C4H6ClNOS molecule at a distorted geometry, with properties calculated with ωB97M-V with the def2-TZVPD basis set.

Computed properties:
* HOMO-LUMO gap: 9.193 eV
* 2S+1: 1
* charge: 0
* SMILES: COC1=NSC[C@@H]1Cl
* lowest unoccupied orbital energy: 0.78 eV
* relative energy (zero: lowest compared OMol25 entry of this formula, charge and spin): 112.33 kJ/mol

```
14
Properties=species:S:1:pos:R:3:forces:R:3:lowdin_charge:R:1
C 2.226 0.418 1.168 -0.754 0.058 0.310 -0.025
C 0.126 0.150 0.075 1.075 -0.198 -0.967 -0.573
C -1.725 -0.567 -1.328 1.698 -0.987 0.154 -0.476
C -1.310 -0.277 0.102 -0.153 -0.190 0.236 -0.683
H 2.820 -0.289 0.589 -0.508 0.134 -0.523 0.090
H 2.345 1.457 0.850 0.006 -0.329 -0.245 0.095
H 2.603 0.318 2.172 -0.302 0.077 0.499 0.079
H -2.726 -0.286 -1.505 -1.045 0.359 -0.318 0.046
H -1.599 -1.654 -1.523 -0.005 0.660 -0.074 0.093
H -1.343 -1.148 0.748 -0.440 -0.050 0.128 0.112
N 0.691 0.396 -1.047 -1.137 0.305 0.025 -0.199
O 0.786 0.086 1.230 1.161 0.122 0.041 -0.060
S -0.524 0.413 -2.304 0.399 -0.267 0.310 0.848
Cl -2.370 0.983 0.774 0.005 0.306 0.425 0.652
```
Positions in Å, forces in eV/Å.

---

Record 3
Below is a gas-phase ion, C6H15N (charge -1) at a distorted geometry, with properties calculated with ωB97M-V with the def2-TZVPD basis set.

Computed properties:
* HOMO-LUMO gap (alpha / beta): 2.337 / 9.169 eV
* 2S+1: 2
* charge: -1
* lowest unoccupied orbital energy (alpha / beta): 3.85 / 3.89 eV
* relative energy (zero: lowest compared OMol25 entry of this formula, charge and spin): 119.71 kJ/mol

```
22
Properties=species:S:1:pos:R:3:forces:R:3:mulliken_spin:R:1
C 0.585 -1.250 0.390 1.430 -0.640 -2.619 0.495
N 0.334 -0.093 -0.501 -0.446 -0.149 1.043 -0.117
C 0.691 1.196 0.164 0.618 -1.729 0.096 0.551
C 0.505 2.325 -0.842 0.056 -0.163 -0.369 -0.169
C -0.691 3.211 -0.595 -2.016 0.510 -0.311 0.855
C -0.195 -2.554 -0.045 0.884 1.155 2.194 0.292
C -1.013 -2.851 1.235 0.044 -0.001 -0.286 2.487
H 1.692 -1.466 0.264 -0.899 0.189 0.281 -0.117
H 0.450 -1.120 1.450 -0.385 0.669 0.313 -0.140
H -0.627 -0.155 -0.832 -0.002 0.437 0.359 -0.082
H 1.737 0.968 0.400 0.322 0.653 -0.176 0.038
H 0.280 1.285 1.201 -0.469 0.415 -0.891 -0.175
H 0.578 1.822 -1.811 -0.573 0.108 -0.053 -0.077
H 1.310 3.048 -0.909 0.693 -0.135 0.437 -0.123
H -0.359 3.894 0.191 -0.549 0.263 -0.063 -0.061
H -1.131 3.774 -1.460 1.217 -0.053 0.321 -0.154
H -1.660 2.766 -0.280 0.906 -0.497 0.366 -0.287
H 0.583 -3.277 -0.249 -0.052 -0.650 0.127 -0.145
H -0.792 -2.515 -0.944 -0.278 0.560 -0.171 -0.356
H -1.538 -3.800 1.166 -0.486 0.048 0.179 -1.162
H -1.636 -1.967 1.471 -0.364 -0.554 -0.456 -0.201
H -0.401 -2.867 2.146 0.350 -0.432 -0.321 -0.352
```
Positions in Å, forces in eV/Å.

---

Record 4
Below is a molecular structure, C7H12O3Tl at a distorted geometry, with properties calculated with ωB97M-V with the def2-TZVPD basis set.

Computed properties:
* HOMO-LUMO gap (alpha / beta): 4.168 / 3.066 eV
* 2S+1: 2
* charge: +4
* lowest unoccupied orbital energy (alpha / beta): -20.92 / -21.75 eV

```
23
Properties=species:S:1:pos:R:3:forces:R:3:mulliken_spin:R:1
O -2.010 -1.041 1.372 -0.033 1.177 -0.163 0.016
C -1.273 -1.658 0.473 -4.819 -2.634 -1.546 0.018
O -0.057 -1.450 0.378 -2.463 2.214 1.400 0.116
Tl 1.749 -1.689 -0.038 6.431 -2.142 -1.653 0.783
O -1.981 -2.431 -0.250 0.993 1.705 1.904 0.009
C -1.356 -3.328 -1.218 0.229 -1.115 -1.223 0.001
C -2.456 -4.110 -1.883 0.133 -0.172 -0.038 0.017
H -0.668 -3.977 -0.663 -0.028 -0.103 0.113 0.013
H -0.802 -2.707 -1.932 -0.117 0.100 -0.009 0.005
H -3.013 -4.705 -1.149 0.043 0.072 -0.140 0.008
H -1.997 -4.792 -2.610 -0.105 0.105 0.117 0.000
H -3.146 -3.444 -2.416 0.041 -0.080 0.056 0.011
C -1.490 0.094 2.011 1.479 -0.781 1.846 -0.004
H -2.340 0.667 2.454 -0.415 0.544 0.375 0.000
H -0.842 -0.155 2.879 -0.560 -0.295 0.241 -0.001
C -0.819 1.047 1.210 2.495 3.052 -2.672 0.001
H 0.492 1.572 1.859 -0.291 0.384 0.101 -0.001
C 0.142 2.180 -0.092 -4.167 -3.024 -0.686 0.002
C 1.279 2.388 0.769 1.181 -0.351 0.538 0.004
H 0.166 1.300 -0.775 0.117 1.448 -0.400 0.002
H -0.533 3.020 -0.297 -0.177 -0.210 -0.320 -0.001
H 2.121 1.724 0.552 0.098 0.079 0.856 -0.003
H 1.527 3.436 0.956 -0.065 0.028 1.305 0.001
```
Positions in Å, forces in eV/Å.